(1)
{
  "formula": "C9H12B2ClCrF8O13",
  "method": "ωB97M-V with the def2-TZVPD basis set",
  "symbols": ["Cr", "Cl", "O", "O", "O", "O", "B", "F", "F", "F", "F", "B", "F", "F", "F", "F", "C", "C", "O", "C", "O", "O", "H", "H", "H", "H", "C", "C", "O", "C", "O", "O", "H", "H", "H", "H", "C", "C", "O", "C", "O", "O", "H", "H", "H", "H"],
  "xyz": [[0.488926, 0.642924, 1.133956], [0.258829, -3.057288, 0.857586], [1.015902, -3.588484, 1.955796], [0.829346, -3.468430, -0.383890], [-1.114406, -3.474603, 0.944314], [0.282509, -1.596163, 0.864391], [0.582882, 0.231443, 3.586881], [0.043467, 1.371863, 2.938951], [1.615059, -0.116399, 2.652746], [1.063257, 0.459748, 4.838816], [-0.356163, -0.778192, 3.553785], [1.154645, 3.100551, 0.522401], [-0.134320, 2.527299, 0.446951], [1.079526, 4.322340, 1.122075], [1.836378, 2.106466, 1.241316], [1.744830, 3.146701, -0.745968], [4.847883, -0.838344, -2.149646], [5.657456, -0.398452, -0.922587], [4.663487, -0.073798, 0.039474], [3.459318, -0.107284, -0.531818], [2.434911, 0.064721, 0.068247], [3.508970, -0.527788, -1.776353], [4.944752, -1.913376, -2.299468], [5.116578, -0.296851, -3.054581], [6.267515, 0.492519, -1.087631], [6.286743, -1.214996, -0.569775], [-4.979289, -0.139919, 1.420770], [-4.377483, -0.930459, 2.596129], [-3.001423, -0.799917, 2.379945], [-2.742371, 0.119035, 1.477112], [-1.635152, 0.452819, 1.171510], [-3.856952, 0.622702, 0.941124], [-5.759563, 0.533697, 1.763991], [-5.349155, -0.805440, 0.646266], [-4.722350, -1.958822, 2.484403], [-4.684492, -0.587809, 3.582775], [-2.572968, 0.289023, -3.265380], [-1.474519, 1.020922, -4.058070], [-0.536453, 1.334028, -3.038191], [-0.755795, 0.548501, -1.986826], [-0.046407, 0.536829, -1.029564], [-1.836143, -0.217425, -2.154262], [-3.069507, -0.499295, -3.818029], [-3.285487, 1.059028, -2.964475], [-1.808046, 1.961541, -4.495562], [-1.084723, 0.444835, -4.899637]],
  "atomic_forces_ev_per_a": [[0.074, -0.623, -0.455], [-0.264, -1.471, 0.236], [-0.205, 0.655, -0.241], [0.203, -0.031, -0.397], [0.110, 0.280, 0.037], [0.055, 1.648, 0.239], [-0.039, -2.341, 2.737], [-0.535, 1.115, -0.984], [0.319, -0.026, -0.783], [-0.040, 0.436, -0.624], [0.062, 0.522, 0.007], [0.704, 2.634, -2.135], [-1.201, -0.760, 0.119], [0.229, -0.487, 0.171], [0.659, -0.967, 1.339], [-0.441, 0.020, 0.661], [0.473, -0.001, 0.169], [0.490, 0.095, -0.382], [-0.129, 0.235, 0.238], [-0.426, -1.054, 0.945], [-0.071, 0.298, -0.087], [-0.212, 0.138, -0.960], [-0.237, 0.067, -0.150], [-0.126, -0.048, 0.012], [-0.049, -0.134, -0.063], [-0.091, 0.165, 0.264], [-0.037, 0.177, 0.790], [-1.583, -0.387, -0.654], [0.896, -0.345, 0.451], [-0.782, -0.649, 0.366], [0.698, 0.564, -0.556], [0.134, 0.053, -0.235], [0.012, 0.142, -0.278], [0.099, 0.150, -0.219], [0.573, -0.158, 0.242], [0.335, 0.279, -0.016], [0.391, 0.984, -0.853], [-0.934, 0.192, -0.641], [0.406, -0.139, -0.200], [-0.032, -0.135, -0.298], [0.519, -0.231, 0.486], [-0.331, -0.019, 0.375], [0.096, -0.210, 0.175], [-0.202, -0.375, 0.475], [-0.149, -0.008, 0.203], [0.579, -0.249, 0.474]],
  "s2": 3.764,
  "energy_ha": -3681.758679,
  "multiplicity": 4
}

---

(2)
{
  "formula": "C31H28INP2Pt",
  "method": "ωB97M-V with the def2-TZVPD basis set",
  "symbols": ["Pt", "C", "P", "C", "C", "C", "C", "C", "C", "C", "C", "C", "C", "C", "C", "C", "C", "C", "C", "C", "P", "C", "C", "C", "C", "C", "C", "C", "C", "C", "C", "C", "C", "N", "H", "H", "H", "H", "H", "H", "H", "H", "H", "H", "H", "H", "H", "H", "H", "H", "H", "H", "H", "H", "H", "H", "H", "H", "H", "H", "I", "C", "H", "H"],
  "xyz": [[-0.038714, 0.181278, -0.327091], [-2.364514, 2.241428, 0.741615], [-2.342874, 0.466592, 0.315784], [-3.850671, 0.096665, -0.575587], [-3.855756, -0.288574, -1.913110], [-5.059119, -0.513874, -2.565556], [-6.255118, -0.341229, -1.886605], [-6.256657, 0.065781, -0.557079], [-5.060364, 0.289465, 0.100129], [-2.380919, -0.466504, 1.881431], [-1.521681, -0.087831, 2.919416], [-1.474559, -0.827830, 4.088134], [-2.265757, -1.963374, 4.228036], [-3.107413, -2.350925, 3.198072], [-3.167667, -1.606715, 2.025061], [-0.956678, 2.665610, 0.976849], [-0.408764, 3.666780, 1.696439], [1.024333, 3.607636, 1.524578], [1.300618, 2.576315, 0.700012], [2.586143, 2.030451, 0.171447], [2.260337, 0.415940, -0.633929], [3.234182, -0.863447, 0.168609], [3.322724, -0.850756, 1.563993], [4.012239, -1.854775, 2.220992], [4.606261, -2.879436, 1.491790], [4.499558, -2.908115, 0.109468], [3.810943, -1.903753, -0.558021], [2.779868, 0.556047, -2.345135], [4.151476, 0.618607, -2.612468], [4.592304, 0.793912, -3.912230], [3.672965, 0.911252, -4.948464], [2.312028, 0.868760, -4.685706], [1.864124, 0.695596, -3.384627], [0.078217, 1.981026, 0.294937], [-3.003280, 2.412530, 1.607671], [-2.796231, 2.782645, -0.106128], [-2.926989, -0.392828, -2.456046], [-5.062617, -0.813128, -3.604671], [-7.193594, -0.512570, -2.396395], [-7.191813, 0.209366, -0.033459], [-5.070639, 0.600909, 1.138173], [-0.903390, 0.799903, 2.833947], [-0.823973, -0.517158, 4.894676], [-2.225568, -2.541315, 5.141378], [-3.729492, -3.229256, 3.305171], [-3.830619, -1.922618, 1.230358], [-0.953418, 4.381765, 2.291910], [1.749753, 4.275069, 1.961293], [3.333572, 1.922198, 0.957406], [3.010128, 2.681350, -0.597161], [2.856580, -0.058441, 2.140948], [4.090648, -1.839451, 3.299497], [5.156024, -3.656127, 2.006057], [4.959232, -3.708298, -0.454446], [3.732771, -1.931726, -1.637385], [4.874495, 0.527574, -1.810240], [5.652823, 0.840768, -4.118247], [4.021899, 1.046409, -5.963310], [1.599918, 0.978273, -5.492198], [0.799389, 0.699242, -3.182271], [-0.378042, -2.026601, -1.853479], [0.102424, -1.761026, 0.178214], [1.097640, -2.141866, 0.382605], [-0.688755, -2.127619, 0.824950]],
  "atomic_forces_ev_per_a": [[-0.784, 0.383, -1.252], [0.141, 0.104, -0.151], [-0.014, -0.425, 0.745], [0.032, 0.052, -0.163], [0.006, 0.033, 0.001], [0.022, 0.024, -0.002], [-0.022, 0.012, 0.010], [-0.003, 0.003, -0.021], [0.015, -0.059, 0.045], [-0.079, 0.146, -0.117], [-0.016, 0.119, -0.008], [-0.012, -0.046, 0.010], [0.030, 0.030, -0.004], [-0.016, 0.002, -0.037], [0.023, -0.078, -0.056], [-0.061, 0.138, 0.008], [-0.147, -0.104, 0.030], [0.140, -0.080, -0.080], [0.051, 0.075, 0.009], [-0.113, 0.104, -0.026], [0.428, -0.110, -0.133], [-0.014, 0.100, 0.057], [0.001, 0.016, 0.010], [-0.007, -0.022, -0.007], [0.003, 0.004, 0.019], [-0.012, 0.007, -0.012], [-0.057, -0.049, -0.026], [0.115, -0.010, 0.012], [-0.008, -0.028, -0.004], [-0.012, 0.006, -0.021], [0.023, 0.005, 0.010], [-0.010, 0.004, 0.003], [-0.052, 0.044, 0.036], [0.248, 0.035, 0.645], [0.016, -0.004, 0.031], [-0.040, -0.083, -0.014], [0.045, -0.022, -0.015], [0.003, -0.002, 0.001], [0.002, -0.011, 0.002], [-0.001, 0.007, -0.002], [0.006, -0.011, 0.006], [-0.003, -0.008, -0.031], [-0.002, 0.001, -0.001], [-0.008, 0.006, 0.003], [0.003, -0.002, -0.004], [-0.038, 0.025, -0.020], [0.031, 0.038, -0.012], [-0.031, 0.023, 0.019], [0.000, -0.049, -0.001], [0.015, -0.013, 0.007], [0.018, 0.002, -0.006], [0.011, 0.008, -0.001], [-0.010, -0.007, 0.000], [0.003, 0.002, -0.001], [0.024, 0.026, -0.010], [-0.001, -0.009, -0.002], [0.001, -0.001, -0.002], [-0.003, -0.002, -0.001], [-0.002, 0.003, 0.003], [-0.012, -0.033, 0.002], [0.111, -0.019, 0.083], [0.014, -0.341, 0.350], [-0.017, 0.032, 0.058], [0.023, 0.014, 0.024]],
  "energy_ha": -2352.053895,
  "total_charge": 2
}

---

Energy above the lowest of the compared OMol25 structures with the same formula, charge and spin for the records above, in order: 8.5, 0.0 kcal/mol